74
Properties=species:S:1:pos:R:3:mulliken_spin:R:1 method="wB97M-V/def2-TZVPD" orbital_gap_ev="6.99 / 5.08" total_charge=+2 relative_energy_kcal_mol=2.7 e_lumo_ev="-5.5 / -8.3" spin_multiplicity=5
Pd 1.161 -1.283 -0.119 1.4288
N 0.846 -4.469 -2.803 0.0038
C -0.531 -4.273 -2.817 0.0030
C -1.548 -4.826 -3.589 -0.0005
C -2.831 -4.403 -3.306 0.0008
C -3.098 -3.482 -2.277 -0.0020
C -2.087 -2.942 -1.510 -0.0017
C -0.785 -3.334 -1.814 -0.0005
N 0.423 -2.985 -1.226 0.1377
C 1.360 -3.674 -1.845 0.0038
C 2.760 -3.482 -1.498 0.0055
C 3.861 -4.205 -1.826 0.0128
S 5.240 -3.525 -1.090 0.0069
C 4.277 -2.318 -0.382 -0.0020
N 3.008 -2.406 -0.671 0.0763
H 1.362 -5.097 -3.397 -0.0001
H -1.350 -5.559 -4.359 0.0005
H -3.657 -4.808 -3.874 -0.0001
H -4.126 -3.217 -2.069 -0.0001
H -2.283 -2.278 -0.677 0.0007
H 3.933 -5.094 -2.433 0.0002
H 4.691 -1.536 0.238 -0.0077
O -1.075 3.948 -0.885 0.0039
C -1.976 4.117 0.109 0.0067
O -2.778 4.998 0.071 0.0000
C -1.926 3.119 1.211 0.0070
C -2.573 3.271 2.424 -0.0023
Cl -3.472 4.555 3.040 0.0002
N -2.374 2.140 3.142 0.0029
N -1.666 1.237 2.470 0.0038
C -1.379 1.808 1.308 0.0598
C -0.572 1.000 0.374 -0.0008
O 0.154 1.631 -0.473 0.2097
O -0.623 -0.252 0.450 0.0821
C -2.850 1.865 4.472 -0.0001
C -3.988 1.096 4.633 0.0001
C -4.444 0.844 5.918 -0.0001
C -3.765 1.362 7.011 0.0001
C -2.625 2.135 6.830 0.0000
C -2.159 2.391 5.550 0.0003
H -0.435 3.253 -0.638 0.0010
H -4.508 0.707 3.767 0.0000
H -5.334 0.247 6.065 0.0000
H -4.128 1.167 8.011 0.0000
H -2.100 2.540 7.684 0.0000
H -1.277 2.996 5.386 0.0000
C 2.649 -0.077 1.869 0.6257
C 3.680 0.696 1.320 -0.0981
C 5.032 0.443 1.686 0.1619
C 6.061 1.171 1.136 -0.0695
C 5.790 2.181 0.209 0.2136
C 4.472 2.462 -0.151 -0.0928
C 3.432 1.741 0.392 0.1384
H 2.876 -0.824 2.618 0.0060
H 1.605 0.222 1.788 0.0060
H 5.237 -0.319 2.429 -0.0004
H 7.082 0.975 1.436 0.0001
H 6.601 2.758 -0.214 0.0096
H 4.268 3.265 -0.848 -0.0013
H 2.408 1.982 0.133 0.0592
C -0.359 2.368 -3.892 0.0145
As -0.651 0.627 -3.156 0.0017
C -0.759 -0.677 -4.552 0.0140
C -2.292 0.628 -2.171 0.0073
S 1.205 0.194 -2.064 0.9690
H -1.225 2.626 -4.503 0.0021
H 0.540 2.347 -4.504 0.0003
H -0.265 3.088 -3.083 -0.0010
H -1.572 -0.408 -5.225 -0.0010
H -0.961 -1.650 -4.103 -0.0046
H 0.181 -0.699 -5.100 0.0009
H -3.082 0.456 -2.903 -0.0006
H -2.417 1.606 -1.711 -0.0012
H -2.289 -0.158 -1.425 -0.0001

131
Properties=species:S:1:pos:R:3:mulliken_charge:R:1 method="wB97M-V/def2-TZVPD" orbital_gap_ev=8.78 total_charge=0 e_lumo_ev=-0.4
C 6.806 -2.342 -1.426 -1.1565
C 5.835 -1.321 -0.961 0.5638
O 5.921 -0.860 0.150 -0.5744
N 4.794 -0.898 -1.840 0.2107
C 5.350 -0.346 -3.086 -1.1744
C 3.871 -1.985 -2.139 -0.1144
C 3.122 -2.452 -0.906 -1.3567
C 1.621 -2.253 -1.000 0.1995
C 1.101 -1.510 0.210 -2.1317
C -0.389 -1.161 0.177 0.1001
C -0.600 -0.357 1.448 0.1148
F -0.183 -1.050 2.464 -0.3733
F 0.167 0.710 1.386 -0.2230
C -2.014 0.155 1.826 0.5579
F -2.228 1.328 1.313 -0.3037
F -2.962 -0.642 1.505 -0.0403
F -2.046 0.305 3.112 -0.2829
N -1.102 -2.448 0.338 -0.0698
C -1.422 -3.123 -0.765 -0.5486
N -1.942 -4.294 -0.647 0.7887
N -2.232 -5.041 -1.799 -0.7020
C -2.272 -4.948 0.694 0.3595
O -1.707 -6.049 0.790 -0.7573
O -2.989 -4.308 1.370 -0.5225
N -1.223 -2.623 -2.033 -0.2352
C -1.521 -1.215 -2.081 1.2149
Cl -3.294 -1.139 -1.651 -0.1216
B -1.396 -0.746 -3.612 0.7800
N -0.101 -0.829 -4.271 -0.3953
O -2.483 -0.319 -4.302 -0.6196
C -0.800 -0.372 -1.057 -0.3881
C 0.296 0.509 -1.587 -1.1944
C -0.241 1.848 -2.039 -0.9751
C -0.162 2.898 -0.984 -0.9255
C 1.208 3.339 -0.646 0.3087
O 1.445 4.136 0.224 -0.6366
O 2.209 2.803 -1.431 -0.1165
H 6.465 -2.838 -2.304 0.1879
H 7.731 -1.877 -1.653 0.3882
H 6.980 -3.040 -0.650 0.3448
H 4.869 -0.780 -3.927 0.4575
H 6.385 -0.579 -3.195 0.3737
H 5.239 0.700 -3.121 0.3350
H 3.160 -1.662 -2.856 0.6906
H 4.377 -2.841 -2.545 -0.6902
H 3.472 -1.956 -0.035 0.6582
H 3.318 -3.482 -0.736 0.6685
H 1.188 -3.228 -0.963 0.2329
H 1.336 -1.833 -1.935 -0.0426
H 1.297 -2.129 1.047 0.9882
H 1.694 -0.641 0.358 0.3968
H -0.638 -3.034 1.010 0.6601
H -1.675 -5.880 -1.778 0.2707
H -3.214 -5.296 -1.821 0.1621
H -0.314 -2.846 -2.406 0.3582
H -0.216 -1.144 -5.222 0.2412
H 0.267 0.109 -4.318 0.1136
H -2.848 -1.049 -4.799 0.2761
H -1.523 0.335 -0.748 1.2539
H 0.968 0.731 -0.807 0.4273
H 0.888 0.056 -2.344 0.1968
H -1.259 1.721 -2.343 1.0689
H 0.309 2.165 -2.887 -0.0647
H -0.709 2.603 -0.119 0.1285
H -0.656 3.765 -1.358 0.7188
H 2.698 2.203 -0.870 0.1208
C 5.140 -5.705 -4.509 0.3358
Cl 6.395 -4.515 -4.861 -0.1116
Cl 4.179 -5.989 -5.957 -0.0967
Cl 5.884 -7.210 -3.984 -0.0957
Cl 4.094 -5.083 -3.226 -0.0368
C -5.213 -1.074 4.412 0.2620
Cl -6.850 -1.552 4.880 -0.0804
Cl -4.570 -2.178 3.209 0.0009
Cl -5.267 0.573 3.762 -0.1164
Cl -4.192 -1.099 5.851 -0.1237
C -5.202 -5.408 -4.792 0.2731
Cl -6.933 -5.202 -4.963 -0.0491
Cl -4.822 -5.943 -3.145 -0.1420
Cl -4.620 -6.615 -5.934 -0.1022
Cl -4.401 -3.863 -5.101 -0.0621
C 6.724 5.175 -0.176 0.2223
Cl 5.005 4.802 -0.277 0.0166
Cl 7.663 3.847 -0.879 -0.1023
Cl 7.029 6.661 -1.063 -0.0512
Cl 7.183 5.381 1.511 -0.0982
C -7.324 -2.675 8.917 0.3410
Cl -9.088 -2.646 8.856 -0.1053
Cl -6.800 -3.196 10.517 -0.0856
Cl -6.708 -3.801 7.712 -0.0743
Cl -6.710 -1.053 8.559 -0.0584
C 9.922 7.297 -4.105 0.3090
Cl 8.590 8.421 -4.372 -0.1002
Cl 11.108 8.041 -3.025 -0.1204
Cl 9.300 5.830 -3.355 -0.0161
Cl 10.673 6.900 -5.649 -0.0920
C -9.618 1.606 4.902 0.2718
Cl -11.321 2.005 5.137 -0.1089
Cl -8.637 3.054 5.131 -0.0998
Cl -9.129 0.379 6.063 -0.0024
Cl -9.379 0.987 3.267 -0.0699
C 15.046 7.971 -5.715 0.3125
Cl 14.818 6.561 -6.752 -0.1034
Cl 13.875 7.918 -4.399 -0.0061
Cl 16.685 7.960 -5.060 -0.1049
Cl 14.800 9.439 -6.659 -0.0990
C -0.358 5.079 -5.195 0.2587
Cl 0.799 5.987 -4.230 -0.0469
Cl -0.227 5.533 -6.891 -0.0998
Cl -0.041 3.343 -5.050 -0.0286
Cl -1.984 5.432 -4.611 -0.0961
C -5.845 0.703 12.952 0.3253
Cl -4.625 1.940 12.652 -0.1046
Cl -6.576 0.207 11.430 -0.0152
Cl -5.093 -0.693 13.723 -0.1130
Cl -7.096 1.354 14.019 -0.1045
C -11.243 -0.481 15.101 0.3105
Cl -11.356 -2.141 14.518 -0.1015
Cl -9.707 0.218 14.578 0.0034
Cl -12.580 0.465 14.443 -0.1027
Cl -11.326 -0.469 16.863 -0.1047
C 4.546 4.496 -4.973 0.1362
Cl 4.287 3.130 -6.063 -0.1163
Cl 3.475 4.336 -3.587 0.0816
Cl 6.212 4.495 -4.396 0.0025
Cl 4.225 6.001 -5.833 -0.1162
C -8.339 -3.517 -1.583 0.2311
Cl -8.657 -5.146 -2.194 -0.1104
Cl -6.715 -3.003 -2.050 0.0776
Cl -9.523 -2.400 -2.265 -0.1099
Cl -8.463 -3.515 0.165 -0.0669